{"formula": "C35H66BN2O31P2S", "method": "the ωB97M-V functional and the def2-TZVPD basis", "symbols": ["C", "C", "S", "C", "O", "C", "O", "C", "C", "C", "C", "C", "O", "N", "C", "P", "P", "O", "O", "O", "C", "B", "N", "O", "H", "H", "H", "H", "H", "H", "H", "H", "H", "H", "H", "H", "H", "H", "H", "H", "H", "H", "C", "O", "C", "O", "O", "C", "H", "H", "H", "H", "H", "H", "C", "O", "C", "O", "O", "C", "H", "H", "H", "H", "H", "H", "C", "O", "C", "O", "O", "C", "H", "H", "H", "H", "H", "H", "C", "O", "C", "O", "O", "C", "H", "H", "H", "H", "H", "H", "C", "O", "C", "O", "O", "C", "H", "H", "H", "H", "H", "H", "C", "O", "C", "O", "O", "C", "H", "H", "H", "H", "H", "H", "C", "O", "C", "O", "O", "C", "H", "H", "H", "H", "H", "H", "C", "O", "C", "O", "O", "C", "H", "H", "H", "H", "H", "H"], "positions_angstrom": [[1.743, -0.105, -1.785], [1.305, 1.217, -1.151], [-0.010, 1.042, 0.079], [-1.497, 1.617, -0.795], [-2.599, 1.384, 0.070], [-3.818, 1.419, -0.474], [-4.717, 1.958, 0.076], [-4.171, 0.690, -1.742], [-4.932, 1.371, -2.678], [-5.312, 0.740, -3.853], [-6.120, 1.486, -4.879], [-6.758, 0.578, -5.908], [-7.271, -0.447, -5.579], [-4.944, -0.530, -4.039], [-4.227, -1.242, -3.135], [-3.902, -2.942, -3.693], [-2.532, -2.391, -5.297], [-3.391, -1.862, -6.359], [-1.639, -3.620, -5.689], [-1.547, -1.260, -4.753], [-3.814, -0.645, -1.952], [-3.011, -1.518, -0.889], [-3.769, -2.099, 0.186], [-1.668, -1.626, -1.014], [0.944, -0.837, -1.836], [2.563, -0.531, -1.219], [2.136, 0.059, -2.784], [1.007, 1.917, -1.924], [2.144, 1.643, -0.620], [-1.564, 1.086, -1.745], [-1.365, 2.675, -0.999], [-5.222, 2.391, -2.498], [-5.540, 2.271, -5.349], [-6.946, 1.937, -4.333], [-6.721, 0.846, -6.970], [-5.217, -0.983, -4.911], [-3.112, -3.564, -2.707], [-0.978, -3.809, -5.004], [-1.753, -0.441, -5.222], [-3.384, -2.999, 0.460], [-4.711, -2.292, -0.147], [-1.310, -2.142, -0.282], [5.467, 5.447, -2.359], [4.363, 4.690, -1.849], [3.719, 5.267, -0.835], [3.965, 6.330, -0.339], [2.759, 4.418, -0.457], [1.913, 4.866, 0.604], [5.889, 4.863, -3.172], [5.130, 6.408, -2.741], [6.221, 5.592, -1.588], [1.355, 5.751, 0.304], [2.481, 5.070, 1.509], [1.224, 4.048, 0.798], [-3.658, -0.313, 3.234], [-3.559, -0.469, 4.649], [-3.779, -1.710, 5.082], [-4.035, -2.662, 4.391], [-3.667, -1.710, 6.407], [-3.880, -2.985, 7.020], [-3.455, 0.734, 3.021], [-2.921, -0.932, 2.728], [-4.660, -0.562, 2.887], [-3.144, -3.706, 6.669], [-4.886, -3.345, 6.817], [-3.758, -2.836, 8.088], [6.423, -0.809, -4.726], [5.388, -0.162, -3.980], [5.820, 0.529, -2.923], [6.965, 0.632, -2.570], [4.768, 1.083, -2.332], [5.082, 1.864, -1.172], [5.934, -1.326, -5.545], [7.123, -0.079, -5.125], [6.951, -1.532, -4.107], [5.735, 2.688, -1.433], [5.541, 1.247, -0.401], [4.147, 2.264, -0.798], [7.727, 0.695, 1.850], [6.683, 1.356, 2.573], [7.103, 2.041, 3.636], [8.241, 2.136, 4.009], [6.041, 2.604, 4.212], [6.349, 3.377, 5.375], [7.259, 0.179, 1.017], [8.443, 1.417, 1.461], [8.233, -0.035, 2.478], [7.015, 4.200, 5.124], [6.800, 2.752, 6.143], [5.406, 3.773, 5.739], [-4.366, 1.832, 6.952], [-5.120, 3.037, 6.774], [-4.759, 3.756, 5.717], [-3.894, 3.473, 4.928], [-5.525, 4.846, 5.674], [-5.245, 5.719, 4.580], [-4.764, 1.342, 7.836], [-4.482, 1.176, 6.096], [-3.314, 2.057, 7.112], [-5.410, 5.212, 3.631], [-4.222, 6.088, 4.634], [-5.934, 6.553, 4.669], [8.147, -2.294, -1.429], [8.087, -2.643, -0.044], [7.724, -3.901, 0.187], [7.445, -4.714, -0.657], [7.694, -4.095, 1.501], [7.309, -5.415, 1.897], [8.436, -1.249, -1.480], [8.889, -2.899, -1.947], [7.169, -2.414, -1.893], [8.011, -6.151, 1.514], [6.302, -5.641, 1.552], [7.329, -5.427, 2.983], [-0.012, -3.595, -0.900], [1.028, -4.443, -1.372], [2.260, -3.961, -1.156], [2.508, -2.911, -0.625], [3.135, -4.835, -1.629], [4.508, -4.448, -1.461], [-0.947, -4.099, -1.133], [0.062, -3.454, 0.177], [0.019, -2.628, -1.406], [4.749, -4.342, -0.407], [4.704, -3.516, -1.989], [5.119, -5.237, -1.886], [-9.448, -3.129, -0.754], [-9.471, -1.775, -0.290], [-8.287, -1.180, -0.249], [-7.232, -1.676, -0.573], [-8.452, 0.063, 0.193], [-7.224, 0.787, 0.292], [-10.475, -3.477, -0.731], [-9.070, -3.179, -1.773], [-8.841, -3.748, -0.096], [-6.755, 0.843, -0.685], [-6.557, 0.309, 1.004], [-7.454, 1.790, 0.636]], "atomic_forces_ev_per_a": [[0.25, 0.13, 0.02], [-0.19, -0.49, -0.50], [-0.18, -0.03, 0.77], [1.38, -0.26, -0.48], [0.14, -0.15, -0.38], [0.00, -0.17, 0.04], [-0.81, 0.77, 0.78], [0.58, -0.29, -0.52], [0.12, -0.29, -0.21], [0.04, 0.61, 0.46], [-0.10, -0.45, -0.10], [0.26, 0.22, -0.41], [-0.35, -0.82, 0.29], [0.06, 0.00, 0.12], [0.33, 0.32, 0.15], [-0.67, -1.13, -0.44], [-0.31, 0.73, -0.28], [-0.32, 0.01, -0.11], [0.11, -0.09, 0.51], [0.21, -0.20, 0.29], [0.18, -0.21, -0.17], [-0.47, 0.31, 0.85], [0.20, -0.69, -1.78], [-0.79, 0.44, 0.02], [-0.15, 0.04, -0.01], [-0.08, -0.22, 0.14], [0.01, 0.11, -0.20], [-0.14, 0.33, 0.05], [0.02, 0.32, 0.10], [-0.31, -0.20, -0.05], [-0.38, 0.27, 0.08], [-0.10, 0.18, 0.01], [0.17, 0.18, 0.00], [-0.12, 0.30, 0.00], [-0.01, 0.39, -0.10], [-0.02, -0.12, 0.05], [0.25, 0.62, 0.22], [0.20, -0.22, -0.24], [0.22, 0.12, -0.08], [0.01, 0.18, 0.70], [-0.38, 0.31, 0.62], [0.10, 0.42, 0.10], [0.14, 0.02, -0.14], [0.07, 0.24, -0.17], [0.00, -0.20, 0.08], [-0.05, 0.05, -0.03], [-0.13, -0.11, -0.01], [-0.18, -0.02, 0.19], [-0.08, -0.08, 0.02], [0.00, 0.05, 0.09], [-0.05, 0.08, 0.05], [0.09, 0.07, 0.01], [0.10, 0.09, -0.07], [0.00, -0.06, -0.06], [0.05, 0.27, -0.26], [0.00, -0.02, 0.01], [0.02, 0.04, 0.03], [0.01, -0.05, -0.04], [-0.01, 0.02, 0.03], [-0.01, -0.12, 0.18], [0.01, 0.03, 0.17], [-0.07, -0.10, 0.00], [0.03, -0.14, 0.00], [-0.04, -0.02, -0.08], [0.02, -0.03, -0.09], [0.02, 0.12, -0.02], [0.05, -0.08, -0.17], [-0.04, -0.05, -0.01], [-0.05, 0.01, -0.04], [0.08, -0.03, 0.01], [-0.11, 0.04, 0.05], [0.03, -0.07, 0.34], [-0.10, 0.04, 0.04], [0.05, 0.01, 0.08], [0.06, 0.06, 0.03], [0.14, -0.04, -0.01], [0.08, -0.05, -0.09], [-0.05, -0.01, -0.14], [0.13, -0.14, -0.21], [-0.07, -0.05, -0.12], [-0.06, 0.02, 0.00], [0.05, 0.00, 0.01], [-0.05, 0.00, -0.01], [-0.07, 0.12, 0.16], [-0.15, 0.03, 0.06], [0.05, 0.02, 0.11], [0.05, 0.07, 0.06], [0.08, -0.05, 0.00], [0.09, 0.00, -0.04], [-0.06, -0.06, -0.09], [0.02, -0.20, 0.14], [0.01, 0.02, 0.06], [-0.06, -0.03, 0.04], [0.02, -0.01, -0.06], [-0.03, 0.04, 0.00], [-0.05, 0.17, -0.08], [-0.10, 0.13, 0.03], [0.09, 0.04, -0.07], [0.02, 0.02, -0.11], [0.09, -0.04, 0.00], [0.04, -0.07, -0.04], [-0.05, -0.05, 0.10], [0.12, 0.21, -0.18], [0.06, 0.08, 0.04], [-0.09, 0.10, 0.05], [0.00, -0.10, -0.02], [0.03, 0.00, 0.02], [-0.01, -0.14, 0.15], [-0.04, 0.02, 0.14], [-0.08, -0.11, 0.00], [0.00, -0.09, -0.01], [-0.04, 0.00, -0.09], [0.03, -0.02, -0.09], [0.03, 0.12, 0.00], [0.50, -0.22, -0.49], [-0.13, -0.17, 0.07], [0.24, -0.06, -0.01], [-0.07, -0.10, 0.06], [-0.08, 0.02, -0.03], [0.25, -0.01, -0.06], [0.05, -0.13, -0.09], [0.11, 0.05, 0.18], [0.38, -0.54, 0.04], [-0.06, 0.08, 0.02], [-0.04, 0.06, 0.07], [-0.13, -0.10, -0.02], [-0.11, -0.20, -0.05], [0.09, 0.00, 0.00], [-0.30, 0.14, 0.04], [0.22, -0.10, -0.10], [0.05, -0.16, 0.01], [-0.01, 0.16, 0.07], [-0.03, 0.11, 0.04], [0.08, 0.02, 0.02], [0.07, 0.03, -0.02], [0.03, -0.05, 0.00], [0.06, -0.04, -0.06], [-0.19, -0.05, 0.01]], "e_homo_ev": -11.0, "orbital_gap_ev": 6.62, "e_lumo_ev": -4.333, "max_force_ev_per_a": 1.92, "de_lowest_kj_mol": 0.0, "e_tot_ha": -4920.9446, "total_charge": 1}